Model 1:
{
  "formula": "C3H6S2",
  "method": "ωB97M-V/def2-TZVPD",
  "elements": ["C", "C", "S", "C", "S", "H", "H", "H", "H", "H", "H"],
  "positions_angstrom": [[-0.84477, -0.32895, -0.88038], [-0.46986, 0.31005, 0.48594], [0.59562, 1.84716, -0.11300], [0.60916, -0.58676, 1.00029], [1.83214, -1.66598, 0.75161], [0.28115, -0.54132, -1.24686], [-1.27567, 0.47369, -1.62369], [-1.82740, -1.19004, -0.84467], [-1.40174, 0.51277, 1.16567], [1.56990, 1.07450, -0.65841], [0.93146, 0.09487, 1.96351]],
  "homo_lumo_gap_ev": 7.9,
  "spin_multiplicity": 1,
  "homo_ha": -0.31661,
  "lumo_energy_ev": -0.76
}


Model 2:
{
  "formula": "C3H6S2",
  "method": "ωB97M-V/def2-TZVPD",
  "elements": ["C", "C", "C", "H", "H", "H", "H", "H", "H", "S", "S"],
  "positions_angstrom": [[-0.89120, -0.30157, -0.78078], [-0.34198, -1.01277, 0.45267], [1.12650, 1.11516, 0.21438], [-0.72106, -0.98378, -1.65014], [-2.02865, -0.21973, -0.63272], [-0.76295, -0.40689, 1.24938], [-0.37936, -2.05128, 0.57286], [1.95303, 1.78164, 0.09936], [0.66348, 1.35985, 1.08865], [1.50425, -0.59975, 0.33935], [-0.12207, 1.31911, -0.95301]],
  "homo_lumo_gap_ev": 9.5,
  "spin_multiplicity": 1,
  "homo_ha": -0.31623,
  "lumo_energy_ev": 0.86
}


Q: Which of them is the most stable? A: model 2.


Model 1:
{
  "formula": "C3H6S2",
  "method": "ωB97M-V/def2-TZVPD",
  "elements": ["C", "S", "C", "C", "S", "H", "H", "H", "H", "H", "H"],
  "positions_angstrom": [[-2.07313, 0.54642, 0.05520], [-0.94237, -0.89824, -0.04487], [0.64674, -0.23313, -0.05793], [1.71370, -1.28085, 0.04993], [0.90407, 1.39706, -0.01526], [-2.05466, 1.24432, -0.79056], [-2.98042, -0.05387, 0.02557], [-2.02189, 1.14494, 1.04763], [1.25487, -2.24235, 0.22674], [2.44399, -1.31074, -0.77752], [2.24698, -0.95794, 0.94705]],
  "homo_lumo_gap_ev": 8.5,
  "spin_multiplicity": 1,
  "homo_ha": -0.31255,
  "lumo_energy_ev": 0.04
}


Model 2:
{
  "formula": "C3H6S2",
  "method": "ωB97M-V/def2-TZVPD",
  "elements": ["S", "C", "C", "C", "S", "H", "H", "H", "H", "H", "H"],
  "positions_angstrom": [[-1.73416, 0.98135, -0.41728], [-0.39636, -0.11069, -0.65129], [-0.00483, -1.18138, 0.24025], [0.95309, -0.09565, -0.00789], [1.06126, 1.10789, 1.26648], [-1.34833, 1.25387, 0.78850], [-0.37884, -0.49349, -1.68946], [-0.49823, -1.26489, 1.19402], [0.06472, -2.20443, -0.33814], [1.72877, -0.28042, -0.87163], [0.55290, 2.28784, 0.48645]],
  "homo_lumo_gap_ev": 9.5,
  "spin_multiplicity": 1,
  "homo_ha": -0.32164,
  "lumo_energy_ev": 0.73
}


Q: Which of them is the most stable? A: model 1.


Model 1:
{
  "formula": "C3H9NO3",
  "method": "ωB97M-V/def2-TZVPD",
  "elements": ["O", "O", "C", "N", "C", "C", "H", "H", "H", "H", "H", "H", "H", "O", "H", "H"],
  "positions_angstrom": [[1.58348, 2.70922, -0.40414], [-0.54732, 1.83420, -0.33154], [0.82880, 1.70224, -0.38104], [0.73558, -0.44746, 0.86258], [0.30449, -1.84209, 0.79352], [1.17128, 0.19313, -0.34367], [-1.08573, 0.99637, -0.31921], [1.56759, -0.33382, 1.45557], [-0.66205, -1.95719, 0.27472], [0.19683, -2.21700, 1.82525], [1.05851, -2.45615, 0.27295], [2.23075, 0.04317, -0.62738], [0.54350, -0.21639, -1.15831], [-2.25385, 0.56443, -0.61852], [-2.63954, 1.42896, -0.88702], [-3.03230, -0.00158, -0.41379]],
  "homo_lumo_gap_ev": 9.2,
  "spin_multiplicity": 1,
  "homo_ha": -0.33358,
  "lumo_energy_ev": 0.14
}


Model 2:
{
  "formula": "C3H9NO3",
  "method": "ωB97M-V/def2-TZVPD",
  "elements": ["C", "N", "C", "O", "O", "H", "H", "H", "H", "H", "C", "O", "H", "H", "H", "H"],
  "positions_angstrom": [[-2.67840, 0.43577, -0.46643], [-1.36450, 0.11513, 0.07036], [-1.00326, -1.69971, 0.20547], [-0.52939, 1.23317, 0.00678], [0.08184, -2.02112, -0.09625], [0.35875, 0.88306, -0.25840], [-1.53258, -0.62974, 1.07163], [-3.09071, 1.32644, 0.01318], [-3.33576, -0.41687, -0.29806], [-2.58476, 0.61266, -1.53989], [2.86465, 0.19001, 0.43199], [1.87895, 0.09171, -0.59078], [1.56193, -0.82471, -0.63618], [3.75601, -0.39056, 0.17833], [3.13947, 1.24069, 0.50897], [2.47776, -0.14592, 1.39928]],
  "homo_lumo_gap_ev": 10.0,
  "spin_multiplicity": 1,
  "homo_ha": -0.33590,
  "lumo_energy_ev": 0.89
}


Model 3:
{
  "formula": "C3H9NO3",
  "method": "ωB97M-V/def2-TZVPD",
  "elements": ["O", "C", "C", "N", "C", "O", "H", "H", "H", "H", "H", "H", "H", "O", "H", "H"],
  "positions_angstrom": [[-0.46580, -1.21614, -2.49163], [-0.28734, -0.23175, -1.81886], [0.49945, -0.21204, -0.53162], [0.95265, 1.11746, -0.19444], [0.44024, 1.72466, 0.99130], [0.96445, 1.18342, 2.20748], [-0.74992, 0.72991, -2.13985], [1.26591, -0.98723, -0.62098], [-0.24240, -0.59141, 0.17699], [1.95041, 1.24828, -0.26415], [0.75711, 2.76407, 0.98198], [-0.65062, 1.67780, 1.00240], [1.34360, 0.31068, 2.03224], [-1.62139, -2.38998, 0.44741], [-2.52811, -2.04825, 0.45386], [-1.62825, -3.07947, -0.23213]],
  "homo_lumo_gap_ev": 10.0,
  "spin_multiplicity": 1,
  "homo_ha": -0.34237,
  "lumo_energy_ev": 0.68
}


Q: Which of them is the most stable? A: model 3.


Model 1:
{
  "formula": "C3H9NO3",
  "method": "ωB97M-V/def2-TZVPD",
  "elements": ["N", "C", "C", "C", "O", "O", "H", "H", "H", "H", "H", "H", "H", "O", "H", "H"],
  "positions_angstrom": [[2.52375, -1.32493, 1.69071], [1.26233, -0.64616, 1.29005], [0.48989, -1.48090, 0.25142], [-0.73482, -0.69037, -0.17657], [-0.85546, 0.49452, -0.03606], [-1.68124, -1.46174, -0.75769], [2.22737, -2.29996, 1.71200], [3.23934, -1.26649, 0.97953], [0.67601, -0.50449, 2.19235], [1.53234, 0.34579, 0.94590], [0.20180, -2.37502, 0.81172], [1.14201, -1.78691, -0.56554], [-2.50576, -0.94900, -0.73807], [-2.65027, 4.71803, -2.18380], [-1.72114, 4.63688, -2.41866], [-3.14614, 4.59074, -2.99730]],
  "homo_lumo_gap_ev": 10.3,
  "spin_multiplicity": 1,
  "homo_ha": -0.35357,
  "lumo_energy_ev": 0.67
}


Model 2:
{
  "formula": "C3H9NO3",
  "method": "ωB97M-V/def2-TZVPD",
  "elements": ["C", "O", "C", "N", "O", "O", "C", "H", "H", "H", "H", "H", "H", "H", "H", "H"],
  "positions_angstrom": [[-0.55772, -2.05251, 0.82091], [-0.81324, -0.71084, 1.17299], [-0.33389, 0.39434, 0.18813], [-0.61041, 1.63168, 0.79832], [-1.11885, 0.26950, -0.93621], [1.01342, 0.13979, 0.12765], [1.47703, 0.66714, -1.23180], [0.51058, -2.28080, 0.90474], [-0.90631, -2.29316, -0.18968], [-1.08610, -2.70255, 1.52763], [-0.30065, 1.55319, 1.76178], [-0.20408, 2.39991, 0.28019], [-1.93920, 0.67236, -0.58664], [1.03060, 1.60345, -1.57278], [1.29141, -0.13753, -1.94482], [2.54741, 0.84604, -1.12039]],
  "homo_lumo_gap_ev": 10.5,
  "spin_multiplicity": 1,
  "homo_ha": -0.35551,
  "lumo_energy_ev": 0.85
}


Q: Which of them is the most stable? A: model 1.


Model 1:
{
  "formula": "C3H9NO3",
  "method": "ωB97M-V/def2-TZVPD",
  "elements": ["O", "C", "N", "C", "C", "O", "H", "H", "H", "H", "H", "H", "H", "O", "H", "H"],
  "positions_angstrom": [[2.26920, 1.50135, -0.53402], [1.06557, 1.39762, -0.67200], [0.44165, 0.32176, -1.19442], [-0.97793, 0.08833, -1.00878], [-1.26990, -0.67266, 0.27458], [-2.67710, -0.86604, 0.32251], [0.37730, 2.21341, -0.40056], [1.03861, -0.48504, -1.31327], [-1.49199, 1.04704, -0.97729], [-1.36476, -0.46559, -1.86190], [-0.73768, -1.62744, 0.26630], [-0.90659, -0.09376, 1.13100], [-2.88389, -1.34102, 1.13220], [2.04149, -0.53014, 1.53418], [2.59561, -0.64087, 2.31120], [2.48040, 0.15304, 0.99027]],
  "homo_lumo_gap_ev": 10.8,
  "spin_multiplicity": 1,
  "homo_ha": -0.36884,
  "lumo_energy_ev": 0.78
}


Model 2:
{
  "formula": "C3H9NO3",
  "method": "ωB97M-V/def2-TZVPD",
  "elements": ["N", "C", "C", "O", "C", "O", "H", "H", "H", "H", "H", "H", "H", "O", "H", "H"],
  "positions_angstrom": [[0.00000, 0.00000, 0.00000], [-0.62209, 0.36018, -1.24031], [-1.06794, -0.92265, -1.97915], [0.05858, -1.68539, -2.15115], [0.45286, -2.20952, -3.25187], [-0.10301, -2.16491, -4.33433], [0.84491, -0.42552, -0.39715], [-0.56979, -0.77614, 0.35443], [-1.48515, 0.99954, -0.97232], [0.07289, 0.97052, -1.84853], [-1.84495, -1.43717, -1.38170], [-1.50177, -0.69644, -2.97216], [1.49733, -2.57196, -3.17833], [-4.53414, 2.49881, -7.37924], [-4.75666, 2.21026, -8.29328], [-3.83124, 1.87550, -7.08655]],
  "homo_lumo_gap_ev": 10.6,
  "spin_multiplicity": 1,
  "homo_ha": -0.36446,
  "lumo_energy_ev": 0.68
}


Model 3:
{
  "formula": "C3H9NO3",
  "method": "ωB97M-V/def2-TZVPD",
  "elements": ["C", "C", "C", "N", "O", "O", "O", "H", "H", "H", "H", "H", "H", "H", "H", "H"],
  "positions_angstrom": [[0.57407, -0.22962, 0.41812], [-2.01256, 0.16275, -1.10550], [0.76588, 0.78894, 1.49258], [0.61613, -0.04386, -0.94392], [-0.89594, 0.88298, -0.65543], [-0.02992, -1.34871, 0.82178], [2.33817, -0.64000, -0.08360], [-0.23758, -1.85928, 0.02285], [2.32969, -1.55019, -0.41142], [1.12448, 0.80162, -1.17769], [-2.17959, -0.76015, -0.52811], [-2.89935, 0.79396, -0.96990], [-1.93753, -0.09478, -2.16856], [1.47182, 0.39712, 2.22558], [-0.18743, 0.98434, 1.98452], [1.15967, 1.71487, 1.07871]],
  "homo_lumo_gap_ev": [9.8, 9.8],
  "spin_multiplicity": 1,
  "homo_ha": [-0.33902, -0.33905],
  "lumo_energy_ev": [0.59, 0.59]
}


Q: Which of them is the most stable? A: model 1.


Model 1:
{
  "formula": "C3H9NO3",
  "method": "ωB97M-V/def2-TZVPD",
  "elements": ["C", "C", "C", "O", "O", "H", "H", "H", "H", "H", "H", "N", "O", "H", "H", "H"],
  "positions_angstrom": [[-0.41258, 1.40174, -0.25114], [-1.32080, -1.06069, -0.39900], [-0.41504, -0.11326, 0.34599], [0.32871, 2.23130, 0.59925], [-0.17211, -0.21940, 1.54709], [0.34774, 1.78151, 1.46189], [-0.06608, 1.52781, -1.27980], [-1.47346, 1.70514, -0.25461], [-2.34762, -0.85883, -0.09748], [-1.08819, -2.08785, -0.12273], [-1.23239, -0.93314, -1.47435], [1.33947, -0.63458, -0.42073], [2.12958, -0.87761, 0.71051], [1.48632, -0.77426, 1.46031], [1.39100, -1.44210, -1.04282], [1.50546, 0.35423, -0.78236]],
  "homo_lumo_gap_ev": 10.3,
  "spin_multiplicity": 1,
  "homo_ha": -0.35104,
  "lumo_energy_ev": 0.72
}


Model 2:
{
  "formula": "C3H9NO3",
  "method": "ωB97M-V/def2-TZVPD",
  "elements": ["C", "C", "O", "N", "C", "O", "H", "H", "H", "H", "H", "H", "H", "O", "H", "H"],
  "positions_angstrom": [[1.28805, -0.56465, -1.32579], [2.17725, -0.28232, -0.13298], [3.15229, -0.97806, 0.02412], [1.64763, 0.38529, 0.94010], [0.55425, 1.28518, 0.98577], [-0.14626, 0.99138, 2.18465], [0.66538, -1.40601, -1.01140], [0.69957, 0.23025, -1.77742], [1.91216, -0.94927, -2.12754], [2.03571, 0.19980, 1.85569], [0.81497, 2.34903, 1.00536], [-0.13763, 1.13785, 0.14390], [-0.45388, 1.74664, 2.69949], [-4.75318, -0.97049, -1.34175], [-4.03057, -1.53092, -1.00150], [-5.42572, -1.64370, -1.12071]],
  "homo_lumo_gap_ev": 10.2,
  "spin_multiplicity": 1,
  "homo_ha": -0.35772,
  "lumo_energy_ev": 0.51
}


Q: Which of them is the most stable? A: model 2.


Model 1:
{
  "formula": "CH2Cl3P",
  "method": "ωB97M-V/def2-TZVPD",
  "elements": ["C", "P", "Cl", "Cl", "Cl", "H", "H"],
  "positions_angstrom": [[0.89854, 0.46697, 0.11720], [-1.68914, 0.20098, -0.07144], [-1.34720, -0.73479, -1.64053], [-1.99397, -1.39671, 1.33120], [2.30016, 0.42466, 1.20404], [0.85238, -0.36799, -0.61244], [0.97923, 1.40687, -0.32804]],
  "homo_lumo_gap_ev": [7.6, 7.6],
  "spin_multiplicity": 1,
  "homo_ha": [-0.31729, -0.31920],
  "lumo_energy_ev": [-1.03, -1.06]
}


Model 2:
{
  "formula": "CH2Cl3P",
  "method": "ωB97M-V/def2-TZVPD",
  "elements": ["P", "C", "Cl", "Cl", "Cl", "H", "H"],
  "positions_angstrom": [[-1.41537, 0.36072, 0.02861], [0.57671, -0.46450, 0.25373], [1.83651, 0.66887, -0.27787], [0.77287, -0.85951, 1.92130], [0.60188, -1.77241, -0.95987], [-1.35656, 0.41212, -1.48958], [-1.01605, 1.65471, 0.52369]],
  "homo_lumo_gap_ev": 9.9,
  "spin_multiplicity": 1,
  "homo_ha": -0.36154,
  "lumo_energy_ev": 0.07
}


Q: Which of them is the most stable? A: model 1.


Model 1:
{
  "formula": "C3H6O2S",
  "method": "ωB97M-V/def2-TZVPD",
  "elements": ["C", "O", "C", "S", "O", "C", "H", "H", "H", "H", "H", "H"],
  "positions_angstrom": [[-2.28366, -0.23377, 0.01555], [-1.02913, -0.83382, -0.34841], [-0.02076, 0.11188, -0.12141], [-0.25525, 1.74303, -0.12657], [1.05600, -0.55617, -0.08758], [2.30251, -0.04789, -0.03536], [-2.14287, 0.08187, 1.07829], [-2.93935, -1.14553, 0.23017], [-2.55224, 0.62732, -0.57525], [2.17294, 1.13556, -0.53619], [3.02972, -0.81344, -0.69433], [2.66210, -0.06903, 1.20108]],
  "homo_lumo_gap_ev": 9.8,
  "spin_multiplicity": 1,
  "homo_ha": -0.33526,
  "lumo_energy_ev": 0.71
}


Model 2:
{
  "formula": "C3H6O2S",
  "method": "ωB97M-V/def2-TZVPD",
  "elements": ["C", "C", "C", "O", "O", "S", "H", "H", "H", "H", "H", "H"],
  "positions_angstrom": [[0.99649, 1.57300, -1.09380], [-0.27075, 1.47534, -0.84463], [-0.32921, -1.12384, 0.63031], [0.99478, -1.15379, 0.90799], [-0.77789, -2.13425, -0.13347], [-1.42344, -0.57709, 1.91576], [1.46815, 2.40723, -1.62146], [1.69939, 0.80372, -0.79095], [-1.13733, 2.06608, -1.03742], [1.24346, -0.36529, 1.40542], [-0.03556, -2.67798, -0.42313], [-2.42809, -0.29313, 1.08539]],
  "homo_lumo_gap_ev": [9.0, 7.0],
  "spin_multiplicity": 1,
  "homo_ha": [-0.30984, -0.24714],
  "lumo_energy_ev": [0.53, 0.25]
}


Q: Which of them is the most stable? A: model 1.